Record 1
This record from the OMol25 dataset describes 21 unconnected molecules or ions with the total composition C55H80F4IN21O7S at a distorted geometry. The level of theory is the ωB97M-V functional and the def2-TZVPD basis.

LUMO: -0.296 eV
Spin multiplicity: 1

Geometry (Å):
I 3.5581 -0.1485 -4.1652
S 0.3674 1.8868 -4.3508
F 1.3372 1.3490 -0.4266
F -1.0491 2.5399 -4.3070
F 3.6786 3.6094 -0.7918
F 5.7661 -0.0904 -0.9127
O 3.7264 -0.8019 -0.8892
O 1.1315 2.5835 -5.3389
O -1.7163 3.7636 -1.8422
O 4.7575 3.8397 -3.4139
O 2.5831 2.5228 -3.1027
O 0.2307 0.4917 -4.6353
O 4.8458 2.2320 0.4109
N -5.3943 0.9639 -1.5802
N -7.8484 -7.8758 -5.1919
N 10.4278 3.4420 1.2188
N 1.1195 7.0242 -1.5860
N -4.7037 -0.9805 8.1688
N 10.2234 -2.6666 3.5608
N 7.2025 -6.7711 1.5403
N -4.6698 -2.1290 2.1856
N -8.0568 -6.5568 -1.2530
N -9.2685 0.5328 -1.0350
N -1.8885 5.1730 -3.3420
N -5.1080 -8.7269 -3.3263
N -3.2009 -5.1603 8.7183
N 9.7598 -3.5400 -2.1293
N 7.4700 0.2126 -5.2792
N -1.3308 -1.2471 4.9273
N -9.0774 -2.8459 2.8520
N -7.3450 0.9291 3.7075
N 4.0935 1.4003 -1.5331
N -0.5105 2.0515 2.8292
N -1.9338 10.1461 -1.4594
C -1.8850 6.3187 -3.4837
C 8.0146 -0.6364 -4.7305
C -10.3460 -8.4614 -5.6936
C -3.6137 -1.7189 1.9933
C 7.2542 -6.5285 2.6612
C 10.1158 -1.8830 -0.1405
C -1.9878 -2.0940 5.3415
C 3.6410 1.6624 -2.9234
C -2.8162 -4.2749 9.3417
C 9.9179 -2.8188 -1.2498
C 8.9884 1.5626 2.3264
C -4.7460 0.1385 7.9149
C 9.7986 2.6162 1.7088
C 0.6362 2.0593 2.8874
C 4.2407 2.4138 -0.6087
C -0.4166 3.6815 -1.2482
C -5.9132 1.1737 -2.5828
C -6.5667 1.4435 -3.8628
C 6.9938 2.5129 -2.3511
C -0.5006 0.5715 -1.7402
C 4.4465 0.1041 -1.1235
C -8.6828 0.2235 -0.0951
C -6.3079 -1.1377 4.9173
C 0.7152 3.6226 -2.2670
C 8.6968 -1.7229 -4.0230
C -5.6925 -7.2532 -5.3975
C 1.2578 2.2160 -2.7182
C -8.4573 -5.0390 1.5749
C 2.2594 6.8822 -1.5567
C 6.2233 1.8428 -3.4352
C 4.7648 4.5891 -4.6266
C -5.4497 -6.5798 -1.0906
C -1.8515 7.7728 -3.6711
C -2.2635 -1.2063 1.7541
C -0.6161 9.1132 0.5458
C 0.9698 1.0732 -1.7517
C 7.3253 -6.2159 4.0916
C 10.5414 -3.6583 3.0768
C 4.8296 2.4536 -3.6524
C -1.3506 9.6945 -0.5793
C -2.8378 -3.1561 5.8797
C 7.5030 3.0356 -1.3965
C 10.9447 -4.9226 2.4561
C -2.6662 4.1235 -0.8460
C -6.8925 0.0190 4.2417
C 3.7122 6.6945 -1.5281
C -6.9101 -6.5669 -1.1816
C -3.9234 3.2173 -0.9850
C 2.0989 2.0688 2.9518
C -2.3214 -3.1388 10.1184
C -7.9369 -0.1665 1.1026
C -8.9473 -8.1362 -5.4112
C -8.8092 -3.8107 2.2898
C -4.8068 1.5605 7.5704
C -5.3629 -8.0776 -4.2391
H -0.7595 0.2358 -0.7306
H 5.1617 5.5919 -4.4141
H 9.2751 -1.9410 0.5492
H -6.9204 0.5118 -4.2999
H -6.3711 -6.4672 -5.1155
H 10.1918 -0.8662 -0.5247
H 8.8876 -2.5542 -4.6976
H -2.9968 5.1696 -0.9592
H -3.5627 2.2574 -1.3559
H -10.3989 -9.2462 -6.4461
H 11.7032 -5.4097 3.0663
H -5.3578 -0.8569 5.3688
H -3.7989 1.9561 7.4589
H 2.5009 1.2136 2.4109
H -5.1427 -6.6587 -0.0483
H 1.5489 4.2209 -1.8842
H -1.8382 -0.8482 2.6904
H -2.2248 -3.9367 6.3261
H -0.8189 8.1056 -3.7602
H 3.9910 5.8654 -2.1786
H -2.3081 8.2699 -2.8207
H -5.0450 -5.6598 -1.5106
H -8.0174 -1.2396 1.2590
H -4.6204 3.7043 -1.6749
H -5.8607 1.9141 -4.5459
H -4.7694 -6.7933 -5.7835
H 8.3451 -6.3471 4.4498
H -1.6324 -1.9993 1.3550
H -6.8870 0.0979 0.9842
H -4.3988 3.0233 -0.0148
H -1.8881 -2.3976 9.4489
H -5.3466 1.6909 6.6329
H 4.0358 6.4722 -0.5128
H -6.1383 -1.9382 4.1983
H -6.1178 -7.8568 -6.1779
H -2.2621 3.9377 0.1631
H -3.1458 -2.6841 10.6644
H -5.3215 2.1090 8.3570
H 10.0818 -5.5816 2.3671
H 1.5427 0.1650 -1.9947
H -0.5721 -0.2827 -2.4241
H -9.3511 -5.6310 1.3904
H 4.2081 7.6014 -1.8705
H -5.0548 -7.4296 -1.6459
H -3.4372 -3.5888 5.0796
H 6.7963 2.0486 -4.3450
H 4.5975 2.3180 -4.7207
H 7.6391 3.7077 -0.5688
H 6.6655 -6.8792 4.6476
H 6.2509 0.7614 -3.3140
H -1.5671 -3.4689 10.8305
H 0.3862 4.1601 -3.1698
H 0.4496 9.2973 0.4277
H -2.2970 -0.3846 1.0406
H 3.7494 4.6671 -5.0482
H 2.4803 2.9833 2.5003
H -0.7882 8.0391 0.5824
H -8.3369 0.3470 1.9734
H 5.4479 4.1538 -5.3738
H -2.3933 8.0446 -4.5757
H -1.2172 1.3206 -2.1029
H 11.0312 -2.1290 0.3947
H -7.4144 2.1089 -3.7094
H -0.3016 4.6278 -0.6835
H 7.0190 -5.1850 4.2603
H -7.7585 -5.6247 2.1701
H 9.6431 -1.3591 -3.6320
H 8.0807 -2.0701 -3.1992
H 2.4296 2.0199 3.9876
H 9.6358 0.8277 2.8029
H -6.9809 -1.4938 5.6956
H -7.9951 -4.7932 0.6232
H -0.4609 2.8908 -0.4847
H 8.3291 1.9954 3.0763
H 8.3850 1.0683 1.5658
H 11.3524 -4.7378 1.4637
H -10.8333 -8.8058 -4.7834
H -3.5040 -2.7506 6.6411
H -0.9543 9.5627 1.4781
H -10.8638 -7.5779 -6.0629

---

Record 2
This record from the OMol25 dataset describes a molecular structure, C35H49AlBN2O3P2. The level of theory is the ωB97M-V functional and the def2-TZVPD basis.

Total charge: -1
LUMO: 1.910 eV
Spin multiplicity: 1

Geometry (Å):
P 6.2625 0.7771 -2.2344
P 6.0514 0.4179 -6.0541
Al 5.5269 1.9017 -4.2287
O 6.4282 5.8891 -3.6125
O 7.5339 0.1750 -6.2193
O 7.3307 4.1699 -2.3113
N 5.1424 -0.1744 -1.5641
N -0.1626 4.0972 -2.4206
C 1.2775 0.3381 1.5332
C 6.5915 3.5376 -4.6878
C -9.2969 -1.6480 1.5419
C -4.5971 -1.8039 1.2431
C 2.6695 1.6161 -3.2319
C -7.0193 -2.9456 -2.8692
C -8.0106 -1.2980 3.5438
C 1.9291 0.0836 3.8348
C 5.8040 -0.2639 7.6936
C -3.3589 -1.0584 -0.6803
C -9.7154 -3.3461 -3.3924
C -10.0065 -2.6597 2.1743
C -2.2417 -1.3712 1.4280
C -7.9340 -2.9603 -1.8246
C -4.5562 -1.4479 -0.0970
C -8.2994 -0.9676 2.2271
C 3.2572 -0.0213 3.4438
C 7.7686 -1.0251 5.8849
C 2.6049 0.2297 1.1419
C -9.2821 -3.1611 -2.0866
C -8.7231 -2.3073 4.1769
C 7.1318 0.0614 7.9335
C 3.5941 0.0495 2.0988
C 8.1138 -0.3205 7.0298
C -7.4507 -3.1365 -4.1742
C -3.4405 -1.7642 2.0089
C 3.5882 2.3922 -4.1887
C 6.4410 -1.3507 5.6444
C 1.1981 3.6756 -2.8041
C 0.9392 0.2622 2.8779
C -8.7996 -3.3347 -4.4356
C -2.2004 -1.0228 0.0840
C 1.2494 2.1774 -3.0620
C 5.4601 -0.9714 6.5502
C -9.7200 -2.9887 3.4920
B 6.7948 4.5410 -3.5353
H 6.3361 6.1440 -4.5398
H -3.4720 -2.0384 3.0559
H 7.4012 0.6161 8.8234
H 1.4676 4.2181 -3.7105
H 4.4247 -1.2267 6.3621
H -5.9675 -2.7928 -2.6625
H 5.9898 4.0057 -5.4807
H -1.3370 -1.3392 2.0212
H -10.7825 -3.1934 1.6399
H 0.6368 1.9566 -3.9417
H -0.2724 4.0305 -1.4153
H -6.7358 -3.1294 -4.9867
H 1.6651 0.0260 4.8840
H 3.2161 2.2592 -5.2170
H -7.5965 -2.8198 -0.8046
H -7.2275 -0.7709 4.0738
H 2.5771 0.5959 -3.6128
H -5.5393 -2.1136 1.6795
H -5.4690 -1.4811 -0.6795
H 7.4628 0.0802 -2.5471
H 7.7595 4.9163 -1.8783
H -10.7672 -3.5009 -3.5973
H 5.3193 -0.8054 -6.0726
H 4.6284 -0.0399 1.7909
H 2.8720 0.2785 0.0921
H 1.9468 3.9451 -2.0472
H 7.5360 3.2151 -5.1380
H -9.5184 -1.3888 0.5139
H 0.5063 0.4839 0.7869
H -9.1375 -3.4808 -5.4537
H 3.1342 1.5318 -2.2468
H -7.7413 -0.1842 1.7299
H -0.2823 5.0806 -2.6319
H 0.7754 1.6795 -2.2071
H 6.7972 1.7297 -1.3405
H 4.0332 -0.1545 4.1871
H -1.2640 -0.7248 -0.3697
H 5.5042 0.9834 -7.2486
H 8.5333 -1.3183 5.1772
H -0.0971 0.3461 3.1827
H 9.1493 -0.0655 7.2160
H 5.0368 0.0360 8.3961
H -10.2727 -3.7781 3.9852
H 6.1699 -1.8956 4.7490
H -9.9951 -3.1772 -1.2713
H 5.0090 0.0928 -0.5947
H 3.5381 3.4724 -4.0010
H -8.4996 -2.5648 5.2043
H -3.3252 -0.7825 -1.7266

---

Record 3
This record from the OMol25 dataset describes a molecular structure, C10H15N3O at a distorted geometry. The level of theory is the ωB97M-V functional and the def2-TZVPD basis.

ΔE to the lowest compared entry with this formula, charge and spin: 335.3 kJ/mol
LUMO (alpha / beta): -0.346 / -0.346 eV
Spin multiplicity: 1

Geometry (Å):
O -0.9110 2.4807 -0.3440
N -0.4445 1.3129 -0.4394
N 2.1932 -1.7729 -1.8793
N 2.3135 3.2847 -0.4850
C 0.8547 1.2027 -0.4202
C -2.4681 0.8574 -1.6561
C 2.1740 -0.1652 0.1281
C 3.5201 0.5033 0.2547
C -1.4700 0.2607 -0.6542
C 1.6460 -0.7242 1.4289
C -2.1613 0.0361 0.6931
C -0.9025 -1.0228 -1.2360
C 2.1631 -1.0693 -0.9755
C 1.6156 2.3725 -0.4325
H -1.7303 -1.6440 -1.5676
H 0.6877 -1.2241 1.3085
H -0.3258 -1.5974 -0.5188
H -3.0305 -0.6024 0.5617
H 3.5164 1.2525 1.0434
H -1.4915 -0.4354 1.4098
H 3.8314 0.9706 -0.6774
H 1.5422 0.0699 2.1658
H 2.3570 -1.4571 1.8156
H -2.8431 1.8113 -1.2940
H -2.4888 0.9900 1.1007
H 4.2536 -0.2656 0.5071
H -3.3020 0.1762 -1.7945
H -0.2771 -0.8124 -2.1006
H -1.9847 1.0226 -2.6176